Density functional theory data (wB97M-V/def2-TZVPD) for 5 unconnected molecules or ions with the total composition C24H45IN7O2.

Net charge   +1
Frontier orbital gap   9.90 eV
Multiplicity   1
Largest force on an atom   0.882 eV/Å
Total energy   -1772.69673 a.u.
Highest occupied orbital energy   -12.63 eV
E_LUMO   -2.7 eV

Each line ends with the Mulliken charge.
Atoms and positions in Å:
C 4.0928 0.9461 0.9714  -0.979
C 4.1190 -0.5945 1.0981  -0.566
C 3.1222 -1.3227 0.1732  0.737
C 2.3346 -2.4299 0.8862  -1.422
C 0.9370 -2.6807 0.3175  0.936
C 0.8091 -2.8124 -1.2136  -0.657
C -0.4378 -2.0919 -1.7471  -0.643
C -0.2143 -0.6034 -2.0428  -0.315
C -0.4096 0.3955 -0.8998  -0.419
N -1.6182 0.1738 -0.0722  0.778
C -1.5498 0.6428 1.2066  -1.815
N -0.7220 -0.0236 2.0834  0.368
C -1.2650 -1.2215 2.7794  -1.000
C -2.0443 -2.1836 1.9005  0.069
O -3.4595 -1.9610 2.1143  -0.435
C -4.1599 -1.4228 1.1134  0.183
O -3.9731 -1.6211 -0.0579  -0.547
N -2.2091 1.6993 1.6206  0.490
C -3.0463 2.5892 0.8067  -0.821
I -4.5854 3.2973 2.1383  0.132
C -2.2628 3.7446 0.1993  -0.194
C -1.4835 4.6179 1.1792  -1.094
H 3.9242 1.4098 1.9452  0.251
H 5.0368 1.3220 0.5757  0.301
H 3.3096 1.2810 0.2887  0.262
H 3.9588 -0.8971 2.1336  0.393
H 5.1223 -0.9236 0.8210  0.316
H 2.4273 -0.6047 -0.2750  -0.569
H 3.6675 -1.7740 -0.6603  0.077
H 2.9081 -3.3605 0.9321  0.326
H 2.1957 -2.1210 1.9303  0.414
H 0.5039 -3.5660 0.7949  0.628
H 0.3194 -1.8320 0.6334  -0.918
H 0.7027 -3.8747 -1.4486  0.452
H 1.7010 -2.4551 -1.7304  0.045
H -0.7121 -2.5565 -2.6977  0.501
H -1.2742 -2.2344 -1.0605  0.097
H -0.8612 -0.2958 -2.8714  0.601
H 0.8098 -0.4337 -2.3899  -0.155
H -0.4460 1.3994 -1.3374  0.189
H 0.4557 0.3957 -0.2338  0.186
H -2.4879 0.4113 -0.5352  0.467
H -0.3416 0.6237 2.7695  0.335
H -1.9001 -0.9220 3.6188  0.459
H -0.4067 -1.7466 3.2013  0.485
H -1.8322 -3.2096 2.1991  0.388
H -1.7923 -2.0903 0.8492  -0.169
H -4.9542 -0.7499 1.4643  0.501
H -2.1477 1.9194 2.6122  0.361
H -3.5898 2.0461 0.0384  0.524
H -2.9936 4.3698 -0.3214  0.462
H -1.5829 3.3648 -0.5700  0.100
H -0.7413 5.1871 0.6152  0.408
H -2.1338 5.3442 1.6667  0.365
H -0.9393 4.0306 1.9162  0.169
C -0.0385 4.5295 5.4572  -0.881
C -0.4987 3.3140 4.8072  0.327
N -0.8624 2.3533 4.2935  -0.436
H 1.0039 4.4161 5.7492  0.296
H -0.1304 5.3687 4.7694  0.283
H -0.6413 4.7219 6.3427  0.307
C 3.2477 0.1638 -5.0267  -0.671
C 3.1324 0.8985 -3.7751  0.503
N 3.0423 1.4556 -2.7733  -0.478
H 2.2583 -0.0172 -5.4431  0.284
H 3.8340 0.7371 -5.7427  0.344
H 3.7299 -0.7925 -4.8207  0.019
C 7.0944 -2.2964 -4.7466  -0.851
C 5.7484 -2.4816 -4.2204  0.533
N 4.6886 -2.6276 -3.8007  -0.487
H 7.4238 -3.2074 -5.2423  0.287
H 7.1017 -1.4777 -5.4637  0.291
H 7.7784 -2.0643 -3.9329  0.267
C -7.3416 -1.4000 -1.0908  -0.383
C -7.9808 -0.0942 -1.1913  0.288
N -8.4857 0.9354 -1.2548  -0.371
H -7.6908 -1.9123 -0.1953  0.255
H -7.5804 -2.0095 -1.9596  0.317
H -6.2634 -1.2674 -1.0217  -0.081